ORCA calculation (ωB97M-V/def2-TZVPD) on a 2-piece molecular cluster, C5H9NO overall.

```
16
Properties=species:S:1:pos:R:3:forces:R:3
O -1.55455 0.00979 -0.67942 -0.01 -0.01 0.05
H 0.12684 -0.73179 1.10227 -0.05 0.22 -0.02
N 2.54220 1.24817 1.41244 -1.09 -0.42 -0.24
H -0.29901 1.65572 -0.78456 -0.01 -0.15 0.03
C 1.83066 -1.99640 1.85364 0.58 0.15 0.21
H -2.17121 1.19108 -2.27192 0.01 -0.15 0.04
C -0.28096 0.57847 -0.55000 0.22 0.11 0.03
H -1.42106 -0.36955 -2.71808 -0.09 0.07 0.12
H 0.44068 0.09863 -1.23194 -0.12 0.06 0.10
H -0.58887 0.82081 1.57435 0.10 -0.03 -0.08
H -3.05075 -0.33859 -1.98631 0.14 0.08 -0.04
H 2.79063 -1.88127 1.30609 -0.23 -0.11 0.02
H 2.09736 -1.63077 2.86945 -0.16 -0.13 -0.16
C 0.13118 0.34829 0.89943 -0.05 -0.02 0.02
C 1.47343 0.86332 1.18663 0.93 0.33 0.21
C -2.06656 0.13410 -1.98207 -0.16 0.02 -0.29
```
Forces are in eV/Å.

## Properties
Electronic energy in eV: -8862.919
Multiplicity: 1
Gap between HOMO and LUMO (alpha / beta) in eV: 8.8 / 8.8
E_LUMO (alpha / beta) in eV: -1.033 / -1.036

Atomic partial charges in e from the Löwdin method, atoms 1 to 8:
1. O -0.187
2. H 0.068
3. N 0.152
4. H 0.133
5. C 0.166
6. H 0.091
7. C -0.250
8. H 0.092



ORCA calculation (ωB97M-V/def2-TZVPD) on a single C5H9NO molecule.

```
16
Properties=species:S:1:pos:R:3:forces:R:3
C -0.17048 0.06812 -0.05176 -0.09 0.11 0.02
H 0.26707 -1.61195 1.36876 -0.01 0.04 -0.20
H -0.85312 -0.11257 -2.14308 0.01 -0.07 0.21
H -1.52916 0.47551 1.59479 0.12 0.04 -0.08
C 0.36769 -1.36579 0.30348 -0.18 -0.12 0.05
H -0.68572 1.90629 0.96310 0.02 -0.14 0.04
H -1.18170 1.42165 -1.34472 0.01 -0.22 -0.01
H 0.18600 0.74609 1.97978 -0.12 0.02 -0.06
H 2.60888 -1.31007 -0.04401 -0.12 0.05 -0.01
N 1.69548 -0.88010 -0.06104 0.24 0.09 -0.09
C -1.15294 0.33531 -1.18998 0.00 -0.06 -0.03
O 1.86639 1.32744 -0.89178 -0.14 -0.36 0.17
C 1.29022 0.36891 -0.43759 0.18 0.28 -0.09
H -2.17345 0.01377 -0.95290 0.19 -0.04 0.04
H 0.04025 -2.22565 -0.29152 -0.13 0.31 -0.07
C -0.57543 0.84302 1.19847 0.01 0.06 0.09
```
Forces are in eV/Å.

## Properties
SMILES string: CC1(C)CNC1=O
Electronic energy in eV: -8868.439
Multiplicity: 1
Gap between HOMO and LUMO in eV: 10.4
E_LUMO in eV: 0.843

Atomic partial charges in e from the Löwdin method, atoms 1 to 8:
1. C -0.435
2. H 0.111
3. H 0.088
4. H 0.088
5. C -0.096
6. H 0.089
7. H 0.089
8. H 0.091



ORCA calculation (ωB97M-V/def2-TZVPD) on C5H9NO as an isolated structure.

```
16
Properties=species:S:1:pos:R:3:forces:R:3
N 0.65371 0.97463 0.96072 0.10 0.13 -0.17
H 2.79095 -0.95878 1.15261 -0.14 -0.02 -0.04
H -2.69195 0.53422 -1.10446 0.07 0.10 -0.06
C -0.44174 0.71041 0.11713 -0.04 0.02 -0.02
H -1.35726 -1.35234 0.23037 0.12 0.12 -0.03
H -1.35999 0.41799 -2.28953 -0.10 0.08 0.08
H 1.48720 1.32802 0.49453 -0.08 -0.05 0.04
O -0.99103 1.64314 -0.66419 0.15 -0.04 0.17
C -1.89456 1.09159 -1.60900 -0.23 -0.07 -0.18
C 0.65564 -0.50826 1.23064 0.13 -0.24 0.18
C -0.61117 -0.59119 0.40245 -0.11 -0.04 -0.08
C 1.85783 -1.22536 0.64188 0.03 -0.01 0.01
H 0.55236 -0.70491 2.30393 -0.01 0.02 -0.14
H 1.72602 -2.30988 0.71972 0.03 0.15 0.01
H -2.32248 1.92631 -2.16432 0.06 -0.11 0.08
H 1.94647 -0.97559 -0.42249 0.01 -0.03 0.15
```
Forces are in eV/Å.

## Properties
Electronic energy in eV: -8866.635
Multiplicity: 1
Gap between HOMO and LUMO in eV: 9.2
E_LUMO in eV: 1.036

Atomic partial charges in e from the Löwdin method, atoms 1 to 8:
1. N 0.092
2. H 0.073
3. H 0.094
4. C -0.421
5. H 0.095
6. H 0.098
7. H 0.119
8. O -0.042



ORCA calculation (ωB97M-V/def2-TZVPD) on C5H9NO as an isolated structure.

```
16
Properties=species:S:1:pos:R:3:forces:R:3
C 1.27725 -1.20001 0.05433 -0.01 -0.04 0.03
C -0.46480 0.45929 1.06900 0.21 -0.26 0.24
H -2.57176 -0.21001 1.18400 0.16 -0.01 -0.07
H -1.00989 1.55942 0.57386 -0.05 0.22 -0.09
C -1.66135 -0.28084 0.59283 -0.12 -0.18 -0.02
O 1.68729 1.14450 0.19165 0.03 0.17 0.15
H 1.46101 1.66070 0.97809 0.09 -0.05 -0.09
C -0.26998 0.53476 -1.13402 0.06 0.01 -0.15
H 1.68591 -1.42174 1.04535 -0.04 0.05 -0.11
H 0.55535 -1.97901 -0.21091 0.10 0.11 0.04
H 0.06853 1.42386 -1.66702 -0.02 -0.12 0.07
H 2.10045 -1.23134 -0.66642 -0.11 0.00 0.07
H -0.50341 -0.26039 -1.84838 0.03 0.08 0.08
H -1.52895 -1.24449 0.10606 0.01 0.15 0.07
N -1.48255 0.86020 -0.31007 -0.19 0.09 -0.14
C 0.65689 0.18510 0.04164 -0.15 -0.21 -0.08
```
Forces are in eV/Å.

## Properties
Electronic energy in eV: -8863.995
Multiplicity: 1
Gap between HOMO and LUMO in eV: 9.8
E_LUMO in eV: 1.039

Atomic partial charges in e from the Löwdin method, atoms 1 to 8:
1. C -0.015
2. C -0.020
3. H 0.110
4. H 0.141
5. C -0.181
6. O -0.025
7. H 0.089
8. C -0.102



ORCA calculation (ωB97M-V/def2-TZVPD) on a single C5H9NO molecule.

```
16
Properties=species:S:1:pos:R:3:forces:R:3
C -0.27683 -0.57137 0.19485 -0.29 0.04 -0.17
C 0.77908 0.47641 -1.84329 0.01 0.00 -0.08
C 2.00583 0.51866 0.29378 0.77 -0.08 0.43
H 1.21586 -0.47723 -2.15908 -0.08 0.14 0.07
C -1.02269 -0.36104 1.51314 -0.17 0.05 0.13
H -1.20227 -0.54864 -0.40338 0.99 -0.23 -0.84
H 0.22076 -1.54626 0.10870 -0.18 0.20 0.06
O -2.41486 -0.21725 1.16407 -0.17 -0.10 0.73
H -0.22371 0.55867 -2.27476 0.19 0.00 0.03
N 3.07612 0.52541 0.73545 -1.11 -0.06 -0.42
C 0.65892 0.54233 -0.31239 -0.11 0.08 -0.01
H -0.87686 -1.18703 2.21751 -0.02 0.16 -0.05
H 0.22782 1.51387 -0.03917 -0.01 -0.12 -0.03
H -2.81516 -1.08869 1.03368 0.24 0.23 0.12
H 1.40222 1.28435 -2.23794 -0.09 -0.12 0.10
H -0.75424 0.57781 2.00882 0.03 -0.20 -0.05
```
Forces are in eV/Å.

## Properties
SMILES string: C[C@H](C#N)CCO
Electronic energy in eV: -8867.702
Multiplicity: 1
Gap between HOMO and LUMO in eV: 11.6
E_LUMO in eV: 0.752

Atomic partial charges in e from the Löwdin method, atoms 1 to 8:
1. C -0.157
2. C -0.067
3. C -0.197
4. H 0.089
5. C -0.235
6. H 0.115
7. H 0.127
8. O -0.097



ORCA calculation (ωB97M-V/def2-TZVPD) on a single C5H9NO molecule.

```
16
Properties=species:S:1:pos:R:3:forces:R:3
H 0.07469 1.65673 0.62634 0.02 -0.10 -0.04
H 1.80882 1.21325 2.13240 0.13 0.02 -0.03
C -0.72481 -0.16223 -0.18761 0.13 0.01 0.10
H 0.73578 -0.67828 1.41526 -0.07 -0.15 0.06
C 1.41757 -0.01577 0.71591 -0.09 -0.01 -0.40
C 0.40262 0.84054 -0.03094 -0.03 0.00 0.03
C -0.67666 -0.98501 1.08305 0.16 0.04 -0.20
H 1.98595 -0.68143 0.06482 -0.11 0.03 0.08
O 2.31430 0.63842 1.54272 -0.08 0.06 0.19
C -1.18193 -0.61019 -1.52649 0.11 -0.21 -0.22
N -2.05705 0.17692 -0.64969 -0.14 0.25 0.01
H -1.50787 -1.63688 -1.68461 0.07 0.15 0.06
H -2.10863 1.14793 -0.94625 -0.01 -0.09 0.01
H 0.78841 1.27030 -0.96182 -0.08 -0.07 0.15
H -0.51190 -2.04842 0.81370 0.03 0.11 0.08
H -0.75928 -0.12590 -2.40680 -0.04 -0.06 0.14
```
Forces are in eV/Å.

## Properties
Electronic energy in eV: -8862.880
Multiplicity: 1
Gap between HOMO and LUMO in eV: 8.5
E_LUMO in eV: 0.159

Atomic partial charges in e from the Löwdin method, atoms 1 to 8:
1. H 0.127
2. H 0.106
3. C -0.600
4. H 0.066
5. C -0.277
6. C -0.105
7. C 0.151
8. H 0.147



ORCA calculation (ωB97M-V/def2-TZVPD) on a single C5H9NO molecule.

```
16
Properties=species:S:1:pos:R:3:forces:R:3
H -2.32675 -0.04009 -0.09062 0.13 0.02 0.14
O -0.72507 -1.51346 1.56199 0.45 -0.40 -0.75
C -0.47623 -0.91959 0.53503 -0.56 3.35 2.20
C 0.07647 1.74773 0.55416 -0.07 -0.30 0.01
H 0.83514 2.51313 0.71456 0.02 -0.04 0.04
C 1.69245 -0.96457 -0.99815 -3.18 -0.44 2.01
H -0.37055 1.92369 -0.42228 -0.06 0.01 -0.03
H 0.72649 -1.63071 -0.47743 2.85 0.00 -2.16
C -1.54946 -0.67937 -0.51025 0.36 -0.66 -0.44
H -0.68739 1.83681 1.32467 -0.04 0.08 0.01
N 1.62810 0.13499 -0.41985 1.82 1.40 -0.66
C 0.71133 0.37158 0.62167 -1.34 -2.51 -0.20
H 1.20143 0.19457 1.58315 -0.04 0.08 -0.07
H -1.12771 -0.20883 -1.39646 -0.10 0.00 -0.08
H 2.39640 -1.13211 -1.80402 -0.17 -0.64 0.05
H -2.00468 -1.63376 -0.77618 -0.06 0.04 -0.07
```
Forces are in eV/Å.

## Properties
SMILES string: C=N[C@@H](C)C(C)=O
Electronic energy in eV: -8866.006
Multiplicity: 1
Gap between HOMO and LUMO in eV: 9.3
E_LUMO in eV: 0.559

Atomic partial charges in e from the Löwdin method, atoms 1 to 8:
1. H 0.091
2. O 0.061
3. C -0.440
4. C -0.062
5. H 0.079
6. C -0.003
7. H 0.074
8. H 0.133



ORCA calculation (ωB97M-V/def2-TZVPD) on a 2-piece molecular cluster, C5H9NO overall.

```
16
Properties=species:S:1:pos:R:3:forces:R:3
H 0.89628 0.52712 1.28699 -0.22 -0.73 0.10
H 2.01305 -0.61924 2.11489 -0.11 0.15 0.00
H -1.27165 -1.30805 -1.51260 0.01 -0.08 -0.14
H 0.88575 0.42826 3.01354 0.20 -0.04 0.14
H 0.44494 -1.01867 -1.89472 -0.17 0.00 0.12
C -0.27236 -1.10987 -1.06828 0.00 0.04 0.12
C 1.01102 -0.18149 2.11880 0.08 0.17 0.36
N -0.66868 -2.16991 2.42215 0.75 1.02 -0.33
H -1.60108 1.76570 -1.09993 0.12 0.11 -0.04
C -0.57979 1.34810 -1.12552 -0.26 -0.32 0.45
H 0.02597 2.00345 -0.46431 -0.16 -0.09 -0.18
C -0.69967 0.09962 -0.36645 0.15 0.10 -0.28
H -0.08367 -1.97031 -0.41415 -0.04 0.25 -0.15
O -0.06641 1.28646 -2.44277 0.11 0.26 -0.13
C 0.02883 -1.26808 2.21944 -0.51 -0.68 0.07
H -0.06254 2.18691 -2.78708 0.06 -0.15 -0.13
```
Forces are in eV/Å.

## Properties
Electronic energy in eV: -8864.230
Multiplicity: 1
Gap between HOMO and LUMO in eV: 8.9
E_LUMO in eV: 0.346

Atomic partial charges in e from the Löwdin method, atoms 1 to 8:
1. H 0.048
2. H 0.086
3. H 0.125
4. H 0.083
5. H 0.080
6. C -0.132
7. C -0.077
8. N 0.133



ORCA calculation (ωB97M-V/def2-TZVPD) on a single C5H9NO molecule.

```
16
Properties=species:S:1:pos:R:3:forces:R:3
H -1.90711 -2.57807 0.56185 0.03 0.07 -0.07
H 0.80257 1.97561 -2.42769 0.31 -0.11 0.34
H 1.21603 -0.23245 2.24162 0.08 -0.16 0.67
C 0.21030 1.93082 -1.50959 -0.79 1.83 0.14
H 0.18533 -2.33173 1.79093 0.09 -0.03 0.08
H -0.82611 1.96204 -1.85049 -0.22 0.18 -0.03
H 0.55306 -0.07929 -1.21745 0.00 -1.51 0.12
O -0.00684 -2.11143 -0.29530 0.10 -0.60 -0.50
H 0.69063 1.66141 1.06461 0.27 0.45 0.49
C -0.00576 -1.57424 1.03914 0.16 -0.49 0.34
N 0.62015 0.76488 0.61639 -0.36 0.41 -0.86
C 0.42937 0.80192 -0.66004 0.34 -1.21 -1.59
H -1.72365 -0.88637 -0.14133 -0.11 -0.03 -0.05
C -1.24606 -1.75461 0.30144 -0.45 0.22 -0.26
H 0.36515 2.78804 -0.86590 0.05 0.96 -0.37
C 0.64292 -0.33651 1.35182 0.52 0.02 1.54
```
Forces are in eV/Å.

## Properties
Electronic energy in eV: -8864.594
Multiplicity: 1
Gap between HOMO and LUMO in eV: 7.3
E_LUMO in eV: 0.918

Atomic partial charges in e from the Löwdin method, atoms 1 to 8:
1. H 0.108
2. H 0.085
3. H 0.085
4. C -0.087
5. H 0.134
6. H 0.079
7. H 0.112
8. O -0.069



ORCA calculation (ωB97M-V/def2-TZVPD) on an isolated ion of composition C5H9NO2 and charge -1.

```
17
Properties=species:S:1:pos:R:3:forces:R:3
H 0.99739 -0.29290 2.25641 -0.28 0.00 0.36
H 0.42932 -2.00384 2.31625 -0.03 0.00 0.14
C 1.83051 0.80958 -0.41085 0.53 -0.08 0.67
C 0.59498 -1.13292 1.68718 0.56 0.45 -0.75
H -1.01696 -1.60346 0.31433 0.15 0.13 -0.11
O 2.91452 0.25441 -0.60324 0.05 0.25 -0.56
N -0.52197 0.43829 0.05833 0.66 -0.19 -0.53
H -2.31929 1.51620 -0.03358 0.21 0.25 0.18
C -1.86452 0.70449 -0.64289 -0.68 -0.80 -0.79
H 1.78743 1.72476 0.21712 0.00 -0.16 0.13
H -1.49456 -0.55919 1.59828 0.20 0.05 -0.04
H 1.40959 -1.34639 0.98506 -0.14 -0.34 0.09
O -2.65952 -0.33644 -0.78802 0.29 0.20 0.04
H 0.37457 -0.17178 -1.77124 0.28 0.24 -0.04
C -0.65802 -0.75912 0.91460 -0.44 0.24 0.67
H -1.55623 1.16492 -1.62826 0.18 0.19 0.29
C 0.55579 0.36328 -0.83230 -1.54 -0.43 0.27
```
Forces are in eV/Å.

## Properties
Electronic energy in eV: -10914.037
Multiplicity: 2
Gap between HOMO and LUMO (alpha / beta) in eV: 7.0 / 6.1
E_LUMO (alpha / beta) in eV: 3.925 / 3.010
Total charge: -1

Atomic partial charges in e from the Löwdin method, atoms 1 to 8:
1. H 0.068
2. H 0.061
3. C -0.348
4. C -0.105
5. H 0.104
6. O -0.048
7. N -0.133
8. H 0.086